(1)
A structure of composition C17H19ClEuN3O6S. Source: the Open Molecules 2025 dataset; level of theory: wB97M-V/def2-TZVPD.

```
! wB97M-V def2-TZVPD RIJCOSX def2/J DEFGRID3
* xyz 2 7
Eu 0.044 -0.162 -0.780
O -3.822 -1.368 1.231
C -2.555 -1.311 0.920
O -2.071 -0.386 0.268
C -1.791 -2.508 1.435
O -0.414 -2.219 1.504
C 0.488 -3.162 0.886
C 0.742 -2.442 -0.413
O -0.220 -2.347 -1.222
O 1.691 -1.587 -0.490
H -4.272 -0.606 0.830
H -2.175 -2.765 2.422
H -2.017 -3.333 0.754
H 1.377 -3.235 1.501
H 0.037 -4.141 0.745
C 0.897 4.435 -1.023
S 1.187 3.145 -2.176
C 2.940 3.179 -2.270
O 0.886 1.845 -1.399
H 1.467 4.226 -0.116
H -0.175 4.481 -0.840
H 1.222 5.367 -1.490
H 3.231 4.138 -2.705
H 3.242 2.372 -2.935
H 3.352 3.049 -1.268
Cl -4.024 -2.004 -4.655
C -2.452 -1.351 -4.437
C -1.474 -1.477 -5.407
C -0.222 -0.933 -5.162
C -0.008 -0.287 -3.961
N -0.956 -0.168 -3.025
C -2.159 -0.692 -3.263
H -1.696 -1.989 -6.335
H 0.573 -1.011 -5.890
H 0.957 0.154 -3.740
H -2.918 -0.582 -2.500
N 1.507 2.641 6.399
C 1.313 2.237 5.341
C 1.070 1.731 4.006
C 0.147 2.360 3.178
C -0.059 1.831 1.923
N 0.595 0.757 1.464
C 1.490 0.171 2.267
C 1.756 0.618 3.547
H -0.404 3.227 3.512
H -0.778 2.293 1.257
H 2.016 -0.684 1.868
H 2.488 0.114 4.163
*
```

**Relative energy (zero: lowest compared OMol25 entry of this formula, charge and spin)**: 0.0 kcal per mole
**E_LUMO (spin up / spin down)**: -7.4 / -5.9 eV
**Kohn-Sham gap (spin up / spin down)**: 7.7 / 9.2 eV

---

(2)
A cluster of 2 separate species, C21H29BO2S3 in total. Source: the Open Molecules 2025 dataset; level of theory: wB97M-V/def2-TZVPD.

```
! wB97M-V def2-TZVPD RIJCOSX def2/J DEFGRID3
* xyz 0 1
C -3.226 1.819 -4.078
C -2.879 1.438 -2.685
C -2.614 2.274 -1.607
C -2.610 1.586 -0.354
C -2.847 0.212 -0.475
B 2.051 -0.632 0.162
C -3.103 -0.770 0.562
C -3.165 -0.353 1.912
C -3.242 -1.284 2.940
C -3.471 -2.628 2.658
C -3.424 -3.064 1.329
C -3.246 -2.149 0.295
O 2.199 -0.720 -1.196
C 2.526 0.620 -1.611
C 3.743 0.488 -2.518
C 1.360 1.107 -2.471
C 2.750 1.411 -0.255
C 4.151 1.938 -0.035
C 1.787 2.574 -0.087
O 2.523 0.464 0.818
S -2.840 -0.212 -2.167
H -3.503 2.888 -4.096
H -2.408 1.669 -4.794
H -4.082 1.217 -4.415
H -2.453 3.342 -1.769
H -2.481 2.093 0.590
H -3.153 0.705 2.177
H -3.129 -0.957 3.970
H -3.695 -3.314 3.468
H -3.544 -4.134 1.130
H -3.238 -2.516 -0.733
H 3.983 1.458 -2.967
H 4.616 0.101 -1.981
H 3.515 -0.185 -3.350
H 1.599 2.086 -2.900
H 1.206 0.423 -3.314
H 0.424 1.175 -1.905
H 4.413 2.680 -0.789
H 4.160 2.444 0.935
H 4.894 1.132 -0.018
H 1.986 3.306 -0.881
H 0.744 2.233 -0.117
H 1.964 3.077 0.871
C 1.415 -2.436 3.236
C 2.012 -2.525 1.854
S 0.765 -2.450 0.537
C 0.205 -0.780 0.637
S -0.058 -0.240 2.269
C 0.038 -1.786 3.260
H 1.362 -3.445 3.660
H 2.095 -1.850 3.855
H 2.750 -1.721 1.689
H 2.551 -3.470 1.680
H -0.427 -0.396 -0.163
H -0.777 -2.453 2.946
H -0.175 -1.486 4.290
*
```

**E_LUMO**: 0.4 eV
**Kohn-Sham gap**: 6.9 eV

---

(3)
A structure of composition C20H16Br4N5O2SSe3TeW. Source: the Open Molecules 2025 dataset; level of theory: wB97M-V/def2-TZVPD.

```
! wB97M-V def2-TZVPD RIJCOSX def2/J DEFGRID3
* xyz 1 1
W -0.522 -1.210 1.669
C -1.953 -1.836 -2.532
C -1.880 -1.534 -1.077
N -1.008 -2.093 -0.309
N -0.198 -2.993 -0.930
C 0.638 -3.608 -0.153
N 1.431 -4.553 -0.671
S 0.838 -3.259 1.544
C -2.800 -0.635 -0.396
C -3.969 -0.183 -0.988
C -4.875 0.541 -0.236
C -4.596 0.758 1.102
C -3.409 0.283 1.624
N -2.500 -0.368 0.888
H -0.945 -1.823 -2.944
H -2.571 -1.120 -3.065
H -2.347 -2.842 -2.690
H 1.355 -4.781 -1.648
H 2.145 -4.988 -0.116
H -4.176 -0.424 -2.019
H -5.793 0.903 -0.678
H -5.283 1.281 1.750
H -3.177 0.428 2.665
Br 5.546 0.128 -1.417
C 4.248 -0.131 -0.086
C 4.620 -0.254 1.277
Br 6.430 -0.147 1.755
C 3.673 -0.485 2.262
Br 4.089 -0.749 4.069
C 2.326 -0.552 1.898
O 1.330 -0.852 2.691
C 1.965 -0.354 0.566
O 0.656 -0.454 0.362
C 2.916 -0.207 -0.443
Br 2.296 -0.164 -2.209
Se -0.761 0.930 3.187
Se -1.573 -0.164 5.098
Te -0.756 -2.356 4.154
Se -2.478 -2.906 2.519
N -1.347 2.340 -0.587
C -0.044 2.748 -0.954
C 0.282 3.034 -2.275
C 1.575 3.410 -2.609
C 2.555 3.511 -1.633
C 2.230 3.230 -0.313
C 0.941 2.845 0.025
H -2.028 2.486 -1.320
H -1.660 2.809 0.253
H -0.482 2.979 -3.043
H 1.812 3.635 -3.641
H 3.561 3.810 -1.896
H 2.983 3.310 0.461
H 0.688 2.626 1.058
*
```

**Relative energy (zero: lowest compared OMol25 entry of this formula, charge and spin)**: 12.1 kcal per mole
**E_LUMO (spin up / spin down)**: -5.0 / -4.9 eV
**Kohn-Sham gap (spin up / spin down)**: 5.5 / 5.5 eV

---

(4)
A structure of composition C8H10N2O. Source: the Open Molecules 2025 dataset; level of theory: wB97M-V/def2-TZVPD.

```
! wB97M-V def2-TZVPD RIJCOSX def2/J DEFGRID3
* xyz 0 1
C 2.197 0.368 3.161
C 0.827 -0.359 1.395
C -0.091 -1.276 1.011
C -0.814 -0.987 -0.218
C -0.530 0.050 -0.958
C 0.473 0.810 -0.609
C 1.107 0.760 0.643
C -1.313 0.278 -2.157
H 2.374 0.467 4.399
H 1.776 1.717 3.071
H 3.021 0.373 2.948
H -0.190 -2.033 1.835
H -1.295 -1.741 -0.368
H 0.636 1.784 -1.285
H 1.751 1.382 0.755
H -3.205 0.282 -1.344
H -3.118 0.085 -3.456
H 0.087 0.880 -3.020
N -2.666 -0.030 -2.141
N -0.908 0.651 -3.332
O 1.507 -0.677 2.646
*
```

**Relative energy (zero: lowest compared OMol25 entry of this formula, charge and spin)**: 210.2 kcal per mole
**E_LUMO**: 0.6 eV
**Kohn-Sham gap**: 9.5 eV

---

(5)
The molecule C3H6N2S. Source: the Open Molecules 2025 dataset; level of theory: wB97M-V/def2-TZVPD.

```
! wB97M-V def2-TZVPD RIJCOSX def2/J DEFGRID3
* xyz 0 1
S -3.055 0.048 0.115
N -1.319 -0.069 -0.104
C -0.630 0.964 -0.005
N 0.750 0.840 0.119
C 1.357 -0.364 0.774
C 1.375 -0.226 -0.681
H -3.376 -1.179 -0.438
H -0.925 2.065 0.052
H 0.593 -1.060 1.172
H 2.238 -0.150 1.388
H 2.277 0.065 -1.158
H 0.716 -0.935 -1.236
*
```

**Relative energy (zero: lowest compared OMol25 entry of this formula, charge and spin)**: 65.5 kcal per mole
**E_LUMO**: 0.9 eV
**SMILES string**: S/N=C/N1CC1
**Kohn-Sham gap**: 9.8 eV

---

(6)
A structure of composition C16H41AgBrN3O5. Source: the Open Molecules 2025 dataset; level of theory: wB97M-V/def2-TZVPD.

```
! wB97M-V def2-TZVPD RIJCOSX def2/J DEFGRID3
* xyz 2 3
Ag -1.310 -1.989 2.393
Br 0.532 -0.528 1.058
C 3.700 -4.724 -1.653
C 3.323 -3.370 -1.046
C 3.063 -2.195 -2.030
O 4.263 -1.757 -2.569
C 4.111 -0.729 -3.530
N 2.178 -3.568 -0.210
H 2.965 -5.007 -2.407
H 3.719 -5.520 -0.908
H 4.668 -4.585 -2.133
H 4.134 -2.964 -0.442
H 2.546 -1.380 -1.523
H 2.409 -2.592 -2.806
H 5.059 -0.390 -3.947
H 3.593 0.130 -3.104
H 3.408 -0.989 -4.321
H 1.415 -3.753 -0.845
H 1.856 -2.692 0.175
C -1.438 -0.151 5.460
O -1.733 -0.319 4.084
C -2.600 0.739 3.627
C -2.879 0.597 2.112
N -3.302 -0.757 1.806
C -3.724 -0.924 0.426
C -4.227 -2.396 0.282
O -3.146 -3.307 0.441
C -3.505 -4.707 0.161
H -0.542 0.430 5.678
H -1.113 -1.126 5.823
H -2.237 0.278 6.065
H -2.170 1.721 3.827
H -3.549 0.608 4.147
H -2.051 0.862 1.455
H -3.697 1.308 1.992
H -4.118 -0.915 2.379
H -2.864 -0.851 -0.240
H -4.510 -0.203 0.203
H -4.690 -2.542 -0.694
H -5.049 -2.609 0.965
H -2.651 -5.375 0.274
H -3.843 -4.830 -0.868
H -4.249 -5.074 0.868
C 0.991 5.672 2.644
O 0.346 5.187 1.494
C -0.101 3.848 1.600
C -0.568 3.239 0.244
N 0.593 2.884 -0.605
C 0.237 2.156 -1.824
C 1.295 2.521 -2.863
O 1.244 1.761 -4.040
C 2.128 2.062 -5.110
H 1.235 6.733 2.595
H 1.960 5.199 2.802
H 0.341 5.476 3.497
H -0.900 3.863 2.342
H 0.710 3.232 1.987
H -1.264 3.931 -0.229
H -1.015 2.278 0.500
H 1.004 2.153 -0.041
H -0.752 2.437 -2.188
H 0.259 1.098 -1.566
H 2.261 2.377 -2.379
H 1.116 3.567 -3.111
H 1.881 1.476 -5.996
H 3.173 1.863 -4.872
H 2.081 3.133 -5.308
*
```

**E_LUMO (spin up / spin down)**: -5.1 / -10.3 eV
**Kohn-Sham gap (spin up / spin down)**: 9.2 / 4.1 eV

---

| no. | calculated total energy (eV) |
| --- | --- |
| 1 | -77366.89350 |
| 2 | -59524.21287 |
| 3 | -528704.94959 |
| 4 | -13477.21683 |
| 5 | -17021.20108 |
| 6 | -105984.61285 |